[1]
Computed, not measured: C22H62Cu6N4O15P2 as an isolated structure in a non-equilibrium geometry, with ωB97M-V/def2-TZVPD.

```
111
Properties=species:S:1:pos:R:3:mulliken_charge:R:1
Cu 0.33 -1.56 2.74 0.064
Cu 0.18 1.31 -0.02 0.127
Cu 0.24 -3.18 -2.49 0.316
Cu -2.31 -2.56 1.33 0.244
Cu 1.65 -3.04 0.25 -0.182
Cu -0.91 -4.87 -0.24 0.216
P 1.87 -5.73 -0.32 0.435
O 1.23 -4.65 -1.25 0.170
O 2.62 -5.04 0.86 -0.599
O 2.55 -6.87 -1.16 -0.780
O 0.75 -6.38 0.54 -0.751
P -0.52 -1.13 -0.35 -0.860
O -0.98 -0.72 1.10 1.576
O -1.32 -0.24 -1.36 0.772
O -0.84 -2.65 -0.47 0.168
O 1.01 -0.91 -0.43 -0.452
C -0.39 -2.13 -5.90 -1.318
C -0.62 -1.03 -4.84 0.074
O -1.03 -1.63 -3.65 -0.065
H -1.28 -2.74 -6.04 0.320
H 0.40 -2.81 -5.58 0.143
H -0.23 -1.77 -6.92 0.406
H -1.44 -0.40 -5.18 0.365
H 0.27 -0.42 -4.71 0.195
H -1.27 -0.98 -2.98 0.068
C -3.00 3.22 2.68 -1.276
C -2.72 2.18 1.56 0.190
O -1.47 1.67 1.78 -0.240
H -2.54 4.19 2.50 0.362
H -2.48 2.99 3.61 0.259
H -4.08 3.35 2.81 0.345
H -2.40 2.63 0.62 -0.002
H -3.56 1.49 1.42 0.377
H -1.57 0.72 1.69 -0.356
C -5.85 -0.47 -2.11 -1.409
C -4.47 -1.13 -1.97 0.246
O -3.94 -0.98 -0.73 -0.523
H -5.90 0.57 -1.78 0.304
H -6.51 -1.14 -1.56 0.327
H -6.18 -0.26 -3.13 0.398
H -3.80 -0.61 -2.65 -0.083
H -4.45 -2.19 -2.23 0.348
H -3.04 -0.72 -0.92 0.135
C 3.04 0.26 3.84 -1.841
C 2.79 0.48 2.39 0.630
C 4.10 0.86 1.57 -0.598
O 4.18 2.23 1.90 -0.268
C 5.53 2.70 2.06 -0.802
N 2.26 -0.72 1.82 0.139
H 2.11 0.03 4.37 0.244
H 3.61 1.00 4.41 0.415
H 3.54 -0.69 4.03 0.402
H 2.09 1.32 2.35 0.135
H 3.85 0.90 0.51 0.240
H 4.91 0.17 1.80 0.450
H 5.46 3.78 1.98 0.233
H 6.12 2.25 1.26 0.306
H 6.15 2.36 2.90 0.293
H 2.96 -1.45 1.76 0.104
H 1.81 -0.72 0.92 0.146
C -1.69 0.10 4.61 -1.041
C -1.41 -0.69 5.90 0.587
C -2.67 -1.23 6.67 -0.842
O -3.23 -0.11 7.51 -0.344
C -4.34 -0.55 8.31 -0.782
N -0.56 -1.78 5.55 -0.442
H -1.93 -0.55 3.77 -0.124
H -0.85 0.76 4.39 0.247
H -2.47 0.85 4.79 0.520
H -0.77 -0.22 6.64 0.239
H -2.47 -2.05 7.36 0.459
H -3.46 -1.57 6.00 0.282
H -3.91 -0.72 9.30 0.270
H -4.99 -1.32 7.91 0.323
H -5.11 0.22 8.38 0.279
H -0.73 -2.58 6.15 0.251
H -1.03 -2.06 4.71 0.077
C 3.67 -2.54 -4.51 -1.637
C 3.36 -2.44 -3.03 0.229
C 4.45 -1.77 -2.25 -0.254
O 4.79 -0.57 -2.83 -0.336
C 5.85 0.00 -2.02 -0.734
N 2.08 -1.69 -2.79 0.345
H 3.66 -1.59 -5.05 0.319
H 2.86 -3.16 -4.88 0.374
H 4.67 -2.92 -4.71 0.427
H 3.15 -3.46 -2.71 0.147
H 5.22 -2.52 -2.11 0.514
H 4.02 -1.61 -1.26 -0.038
H 5.66 0.11 -0.95 0.179
H 6.03 0.96 -2.50 0.288
H 6.81 -0.50 -2.09 0.357
H 1.84 -1.63 -1.81 -0.644
H 2.27 -0.74 -3.08 0.269
C -2.80 2.78 -2.88 -1.533
C -1.39 3.18 -3.01 0.707
C -1.19 4.68 -2.91 -1.049
O -1.68 5.42 -4.01 -0.325
C -1.24 6.74 -4.13 -0.748
N -0.51 2.50 -2.12 -0.389
H -2.94 1.71 -3.01 0.309
H -3.34 3.30 -3.67 0.509
H -3.43 2.91 -2.00 0.310
H -1.00 3.08 -4.02 0.118
H -0.13 4.92 -2.90 0.434
H -1.69 5.03 -2.00 0.387
H -1.61 7.27 -5.01 0.256
H -0.16 6.77 -4.24 0.294
H -1.55 7.25 -3.22 0.309
H 0.38 2.26 -2.52 0.253
H -1.05 1.64 -2.09 0.113
```

Properties
HOMO-LUMO gap = 3.343 eV
net charge = 0
2S+1 = 1
E_tot = -346905.0469 eV

***

[2]
Computed, not measured: a 9-piece molecular cluster, C22H64N2O16 overall in a non-equilibrium geometry, with ωB97M-V/def2-TZVPD.

```
104
Properties=species:S:1:pos:R:3:mulliken_charge:R:1
C 5.10 -2.75 -4.12 -0.722
O 3.83 -2.97 -4.74 -0.285
C 3.81 -2.51 -6.08 -0.690
C 4.14 -1.01 -6.36 -0.761
N 3.35 -0.23 -5.42 -0.051
C 3.79 1.16 -5.37 -0.525
C 2.59 2.00 -4.92 -0.952
O 2.57 2.00 -3.50 -0.350
C 1.30 1.63 -2.99 -0.092
H 5.13 -3.02 -3.06 0.234
H 5.28 -1.67 -4.16 0.310
H 5.89 -3.32 -4.61 0.325
H 2.80 -2.73 -6.43 0.308
H 4.36 -3.21 -6.73 0.404
H 3.96 -0.70 -7.39 0.504
H 5.22 -0.87 -6.25 0.381
H 3.51 -0.69 -4.54 0.007
H 4.03 1.46 -6.39 0.496
H 4.56 1.33 -4.62 0.268
H 1.71 1.67 -5.48 0.401
H 2.75 3.03 -5.25 0.488
H 1.42 1.36 -1.94 -0.379
H 0.76 0.88 -3.55 0.397
H 0.87 2.63 -2.91 0.306
C 0.76 -3.98 2.49 -0.708
O 0.93 -2.76 3.19 -0.320
C -0.16 -2.61 4.10 -0.360
C 0.17 -1.24 4.78 -0.598
N -0.75 -0.82 5.83 -0.316
C -1.86 0.01 5.33 -0.024
C -2.23 1.21 6.20 -0.711
O -1.32 2.25 5.88 -0.203
C -1.61 3.37 6.69 -0.815
H 1.47 -4.12 1.68 0.214
H -0.23 -4.21 2.08 0.251
H 0.92 -4.78 3.22 0.448
H -0.20 -3.34 4.91 0.438
H -1.11 -2.53 3.58 0.181
H 0.27 -0.46 4.02 0.161
H 1.16 -1.32 5.23 0.460
H -0.30 -0.47 6.66 0.296
H -2.71 -0.68 5.28 0.286
H -1.73 0.26 4.27 -0.221
H -2.21 0.95 7.26 0.383
H -3.24 1.43 5.86 0.386
H -1.54 3.18 7.77 0.321
H -2.65 3.66 6.55 0.338
H -0.92 4.18 6.45 0.214
O 0.54 4.67 2.54 -0.422
C 1.74 4.49 1.82 -0.489
C 1.52 3.71 0.51 -0.103
O 1.80 2.33 0.75 -0.426
H 0.65 5.30 3.25 0.232
H 2.17 5.45 1.55 0.384
H 2.41 3.83 2.38 0.236
H 2.19 4.07 -0.27 0.425
H 0.50 3.90 0.16 -0.031
H 2.74 2.21 0.59 0.239
O -0.88 -1.34 -2.76 -0.600
C 0.19 -2.17 -3.10 -0.353
C 1.28 -2.12 -2.14 0.150
O 0.91 -2.98 -1.05 -0.710
H -0.73 -1.27 -1.81 0.450
H -0.13 -3.21 -3.27 0.114
H 0.67 -1.84 -4.03 0.350
H 1.44 -1.13 -1.70 0.112
H 2.27 -2.49 -2.43 -0.055
H 0.22 -2.47 -0.60 0.561
O -2.52 0.19 1.88 -0.722
C -1.40 0.87 1.27 -0.051
C -0.37 -0.10 0.73 0.449
O -0.91 -1.23 0.00 -0.340
H -3.21 0.81 2.12 0.190
H -1.85 1.44 0.46 0.212
H -1.07 1.60 2.01 0.688
H 0.17 -0.49 1.60 -0.258
H 0.38 0.42 0.14 -0.464
H -1.66 -1.53 0.52 0.144
O -1.70 -6.95 -2.27 -0.529
C -2.02 -5.73 -1.66 -0.553
C -1.13 -5.46 -0.49 0.160
O 0.25 -5.56 -0.70 -0.601
H -1.94 -7.66 -1.66 0.301
H -2.02 -5.04 -2.51 0.246
H -3.05 -5.78 -1.28 0.305
H -1.40 -6.14 0.32 0.349
H -1.39 -4.47 -0.10 -0.155
H 0.70 -4.71 -0.60 0.458
O -2.77 4.07 -1.57 -0.589
C -2.75 4.24 -0.15 0.782
C -2.94 5.67 0.25 -0.664
O -2.97 5.98 1.65 -0.503
H -2.05 4.38 -2.12 0.309
H -3.62 3.76 0.31 0.040
H -1.88 3.73 0.27 -0.374
H -3.89 6.01 -0.18 0.392
H -2.28 6.31 -0.35 0.317
H -3.16 6.92 1.66 0.314
O -5.16 -0.53 0.15 -0.656
H -4.40 -0.15 0.60 0.332
H -5.55 0.20 -0.33 0.295
O -4.96 1.65 2.10 -0.508
H -5.37 2.52 2.15 0.251
H -5.28 1.19 2.88 0.252
```

Properties
HOMO-LUMO gap = 8.532 eV
net charge = 0
SMILES = COCCNCCOC.COCCNCCOC.OCCO.OCCO.OCCO.OCCO.OCCO.O.O
2S+1 = 1
E_tot = -59584.6116 eV

***

[3]
Computed, not measured: C22H65HgO11 as an isolated structure in a non-equilibrium geometry, with ωB97M-V/def2-TZVPD.

```
99
Properties=species:S:1:pos:R:3:mulliken_charge:R:1
Hg 15.53 -23.38 -0.64 0.431
C 19.75 -23.46 3.52 -0.887
C 18.30 -23.97 3.67 -0.071
O 17.84 -24.75 2.59 -0.157
H 19.91 -22.92 2.58 0.314
H 20.48 -24.26 3.61 0.306
H 19.93 -22.79 4.36 0.337
H 17.67 -23.09 3.75 0.316
H 18.16 -24.49 4.62 0.317
C 21.75 -25.53 10.30 -1.000
C 22.25 -24.18 9.87 -0.178
O 23.64 -24.21 9.58 -0.506
H 22.44 -26.06 10.96 0.296
H 21.59 -26.16 9.42 0.246
H 20.77 -25.34 10.75 0.323
H 22.05 -23.56 10.75 0.240
H 21.64 -23.71 9.10 0.287
H 23.85 -23.39 9.12 0.292
C 27.63 -20.27 7.10 -1.006
C 26.29 -19.84 6.49 -0.206
O 25.15 -20.13 7.32 -0.513
H 27.67 -21.35 7.28 0.274
H 27.88 -19.66 7.97 0.292
H 28.40 -20.13 6.34 0.339
H 26.13 -20.52 5.65 0.219
H 26.24 -18.81 6.14 0.323
H 24.40 -19.61 7.02 0.278
C 13.11 -23.61 9.18 -0.996
C 11.69 -23.89 9.72 -0.191
O 11.39 -22.93 10.70 -0.515
H 13.80 -23.48 10.01 0.317
H 13.15 -22.63 8.70 0.263
H 13.52 -24.33 8.47 0.308
H 11.78 -24.88 10.17 0.227
H 10.95 -23.94 8.92 0.280
H 11.98 -23.01 11.45 0.307
C 15.16 -17.35 4.86 -1.015
C 13.68 -17.56 4.79 -0.172
O 13.06 -16.39 4.39 -0.513
H 15.53 -17.13 3.86 0.273
H 15.63 -18.24 5.27 0.330
H 15.42 -16.59 5.60 0.285
H 13.36 -17.80 5.80 0.254
H 13.37 -18.42 4.20 0.256
H 12.11 -16.53 4.37 0.303
C 26.87 -26.91 5.46 -1.032
C 26.72 -28.42 5.53 -0.175
O 27.15 -28.92 4.30 -0.512
H 26.86 -26.52 6.48 0.325
H 26.05 -26.51 4.87 0.256
H 27.81 -26.54 5.04 0.307
H 25.70 -28.72 5.78 0.245
H 27.37 -28.91 6.25 0.284
H 27.02 -29.86 4.43 0.304
C 10.21 -23.93 3.32 -1.155
C 11.69 -23.87 3.06 -0.074
O 11.97 -23.41 1.79 -0.517
H 9.70 -24.75 2.82 0.298
H 9.71 -22.98 3.10 0.396
H 10.05 -24.00 4.40 0.288
H 12.17 -24.82 3.28 0.259
H 12.17 -23.12 3.69 0.212
H 11.25 -22.81 1.57 0.301
C 14.33 -31.69 3.59 -1.019
C 14.34 -30.33 2.92 -0.195
O 14.86 -29.46 3.87 -0.485
H 13.96 -32.43 2.87 0.339
H 13.64 -31.76 4.43 0.292
H 15.34 -32.00 3.85 0.265
H 13.40 -29.80 2.73 0.253
H 14.93 -30.30 2.01 0.299
H 15.28 -28.80 3.32 0.285
C 21.19 -30.78 4.56 -1.060
C 20.68 -29.45 4.17 -0.128
O 20.37 -29.34 2.79 -0.496
H 22.03 -31.04 3.91 0.291
H 20.43 -31.55 4.42 0.293
H 21.61 -30.77 5.57 0.332
H 21.36 -28.63 4.42 0.255
H 19.77 -29.14 4.69 0.274
H 19.79 -28.57 2.74 0.291
C 22.59 -18.06 0.47 -1.087
C 21.18 -18.47 0.09 -0.131
O 20.36 -18.43 1.25 -0.509
H 23.08 -18.77 1.13 0.285
H 22.61 -17.10 0.99 0.294
H 23.25 -18.06 -0.39 0.349
H 21.20 -19.49 -0.29 0.248
H 20.77 -17.83 -0.69 0.274
H 19.49 -18.77 1.01 0.279
C 21.77 -16.11 8.12 -1.063
C 21.46 -16.17 6.64 -0.155
O 21.33 -17.55 6.30 -0.503
H 22.56 -16.80 8.44 0.279
H 20.86 -16.34 8.66 0.275
H 22.02 -15.08 8.36 0.348
H 22.31 -15.74 6.11 0.259
H 20.55 -15.59 6.49 0.283
H 21.01 -17.58 5.40 0.278
```

Properties
HOMO-LUMO gap = 1.506 eV
net charge = +1
2S+1 = 1
E_tot = -50547.1576 eV

***

[4]
Computed, not measured: a 11-piece molecular cluster, C22H66O11 overall in a non-equilibrium geometry, with ωB97M-V/def2-TZVPD.

```
99
Properties=species:S:1:pos:R:3:mulliken_charge:R:1
C -2.71 2.62 -2.72 -0.041
C -2.41 2.64 -4.19 -0.451
O -2.63 3.98 -4.77 -0.570
H -3.70 3.02 -2.52 0.290
H -1.97 3.20 -2.17 -0.099
H -2.72 1.58 -2.38 0.176
H -2.96 1.86 -4.76 0.426
H -1.37 2.43 -4.46 0.002
H -3.57 4.19 -4.68 0.339
C -3.43 -1.16 4.04 -0.907
C -2.49 -2.22 3.53 -0.337
O -1.09 -1.91 3.90 -0.544
H -3.16 -0.17 3.67 0.121
H -3.42 -1.06 5.14 0.333
H -4.47 -1.36 3.80 0.390
H -2.50 -2.25 2.45 0.227
H -2.82 -3.20 3.87 0.399
H -1.17 -2.01 4.87 0.267
C 1.44 1.02 -5.14 -0.858
C 0.50 0.02 -4.45 0.524
O 1.07 -1.37 -4.51 -0.616
H 2.36 1.07 -4.57 0.226
H 0.93 2.00 -5.06 0.187
H 1.60 0.81 -6.18 0.340
H -0.47 -0.13 -4.93 0.307
H 0.32 0.21 -3.38 -0.357
H 1.79 -1.39 -3.84 0.401
C 3.87 -2.58 -0.84 -0.850
C 4.15 -1.34 -1.69 -0.369
O 2.95 -0.82 -2.31 -0.431
H 3.08 -2.40 -0.10 0.106
H 4.75 -2.83 -0.23 0.395
H 3.60 -3.41 -1.48 0.246
H 4.79 -1.66 -2.51 0.372
H 4.61 -0.54 -1.10 0.246
H 2.23 -0.73 -1.63 0.343
C 0.31 2.74 4.37 -1.235
C -0.16 1.36 4.56 -0.241
O -0.28 0.74 3.34 -0.205
H 0.05 3.36 5.23 0.450
H -0.19 3.25 3.54 0.226
H 1.39 2.78 4.25 0.191
H -1.11 1.38 5.12 0.334
H 0.54 0.92 5.29 0.342
H -0.54 -0.20 3.50 0.101
C 1.15 -5.77 -2.09 -1.208
C 0.17 -4.81 -1.40 0.554
O -0.01 -5.24 -0.05 -0.525
H 2.05 -5.81 -1.49 0.250
H 1.42 -5.48 -3.11 0.322
H 0.68 -6.75 -2.16 0.349
H -0.77 -4.78 -1.93 0.253
H 0.66 -3.83 -1.37 -0.270
H 0.28 -4.57 0.57 0.299
C -1.62 0.15 -0.06 0.541
C -0.48 -0.76 -0.50 -0.141
O 0.66 -0.07 -0.88 -0.074
H -1.38 0.59 0.91 -0.044
H -2.56 -0.41 0.00 0.523
H -1.81 0.96 -0.77 -1.133
H -0.76 -1.46 -1.28 0.530
H -0.20 -1.33 0.41 -0.280
H 0.91 0.62 -0.22 0.071
C 3.47 1.53 1.87 -0.837
C 2.50 2.55 1.30 -0.279
O 1.18 1.88 1.09 -0.061
H 3.54 0.72 1.13 0.026
H 3.04 1.01 2.74 0.181
H 4.50 1.82 2.09 0.404
H 2.74 2.96 0.31 0.316
H 2.23 3.39 1.96 0.298
H 0.83 1.64 1.98 -0.145
C 2.38 -5.52 3.44 -1.268
C 1.25 -4.52 3.60 -0.133
O 1.11 -3.71 2.40 -0.299
H 2.18 -6.27 2.69 0.292
H 2.43 -6.01 4.43 0.367
H 3.36 -5.06 3.29 0.320
H 1.31 -3.90 4.50 0.312
H 0.33 -5.12 3.77 0.282
H 0.40 -3.07 2.55 0.092
C -3.31 3.10 1.03 -0.357
C -4.61 2.42 0.77 -0.396
O -5.15 2.80 -0.49 -0.549
H -2.94 2.83 2.03 0.112
H -3.45 4.17 1.16 0.518
H -2.55 2.80 0.32 -0.192
H -5.36 2.71 1.52 0.377
H -4.55 1.34 0.74 0.202
H -5.33 3.74 -0.52 0.303
C 0.39 4.01 -1.73 -1.075
C 0.66 3.63 -3.19 1.148
O 1.44 4.62 -3.92 -0.652
H -0.29 4.86 -1.68 0.376
H 1.29 4.26 -1.17 0.330
H -0.08 3.15 -1.23 0.036
H -0.34 3.57 -3.66 -0.434
H 1.13 2.65 -3.27 -0.183
H 0.91 5.32 -4.28 0.351
```

Properties
HOMO-LUMO gap = 9.209 eV
net charge = 0
SMILES = CCO.CCO.CCO.CCO.CCO.CCO.CCO.CCO.CCO.CCO.CCO
2S+1 = 1
E_tot = -46403.9025 eV